(1)
{"formula": "C17H28BaNO2P2Te", "method": "ωB97M-V/def2-TZVPD", "species": ["Ba", "P", "C", "C", "N", "C", "C", "C", "C", "C", "P", "H", "H", "H", "H", "H", "H", "H", "H", "O", "H", "H", "O", "H", "C", "H", "H", "H", "C", "H", "H", "H", "C", "H", "H", "H", "C", "H", "H", "H", "Te", "C", "C", "C", "C", "C", "C", "H", "H", "H", "H", "H"], "xyz": [[0.49, 0.94, 1.07], [2.50, -1.57, 0.54], [2.30, -1.82, -1.23], [1.05, -1.68, -1.91], [-0.06, -1.04, -1.36], [-1.23, -1.26, -1.94], [-1.35, -2.13, -3.03], [-0.21, -2.63, -3.68], [1.03, -2.32, -3.16], [-2.54, -0.62, -1.41], [-2.41, 0.98, -0.58], [1.96, -2.64, -3.68], [-2.35, -2.38, -3.33], [-0.31, -3.31, -4.53], [-3.25, -0.56, -2.25], [-3.01, -1.34, -0.72], [2.77, 2.52, -2.70], [3.16, -1.56, -1.86], [-0.71, 5.18, -1.44], [3.32, 2.27, -1.91], [3.81, 3.10, -1.71], [0.43, 2.87, 2.22], [-1.08, 4.89, -2.27], [-1.76, 5.54, -2.54], [-2.62, 2.03, -2.08], [-3.52, 1.72, -2.64], [-2.71, 3.08, -1.79], [-1.74, 1.94, -2.71], [-4.16, 1.05, -0.02], [-4.24, 1.81, 0.76], [-4.83, 1.33, -0.85], [-4.47, 0.08, 0.39], [2.66, -3.36, 0.85], [3.65, -3.70, 0.50], [2.52, -3.59, 1.92], [1.89, -3.88, 0.26], [4.24, -0.93, 0.60], [4.47, -0.69, 1.66], [4.92, -1.71, 0.24], [4.32, -0.02, -0.02], [-0.92, 3.18, 3.20], [-0.32, 1.47, 4.30], [-0.92, 0.19, 4.20], [-0.36, -0.93, 4.86], [0.73, -0.75, 5.73], [1.31, 0.53, 5.88], [0.75, 1.63, 5.22], [-1.85, 0.04, 3.61], [-0.76, -1.94, 4.68], [1.14, -1.61, 6.29], [2.21, 0.65, 6.52], [1.18, 2.63, 5.41]], "orbital_gap_ev": 3.8, "e_tot_ha": -1845.736724, "charge": 1, "e_above_lowest_kj_mol": 448.5}



(2)
{"formula": "C17H28BrF8IrNO8S2Si", "method": "ωB97M-V/def2-TZVPD", "species": ["Ir", "O", "C", "O", "C", "O", "O", "F", "C", "F", "F", "S", "O", "O", "N", "S", "O", "O", "C", "F", "F", "F", "F", "C", "F", "H", "C", "C", "C", "C", "Si", "Br", "C", "C", "C", "C", "C", "C", "C", "C", "H", "H", "H", "H", "H", "H", "H", "H", "H", "H", "H", "H", "H", "H", "H", "H", "H", "H", "H", "H", "H", "H", "H", "H", "H", "H", "H"], "xyz": [[0.38, 3.14, 0.35], [1.94, 3.13, 3.96], [1.71, 3.04, 2.79], [0.52, 2.82, 2.27], [2.82, 3.09, 1.69], [4.00, 3.17, 1.93], [2.32, 2.96, 0.48], [-1.75, 1.35, -2.90], [-1.16, 2.23, -3.71], [-0.04, 1.69, -4.18], [-1.98, 2.49, -4.73], [-0.76, 3.78, -2.79], [0.19, 3.32, -1.81], [-0.31, 4.69, -3.79], [-2.16, 4.18, -2.20], [-2.56, 4.07, -0.70], [-1.79, 3.08, 0.05], [-2.82, 5.32, -0.07], [-4.20, 3.24, -0.84], [-4.78, 3.23, 0.36], [-4.05, 1.98, -1.25], [-4.98, 3.88, -1.70], [1.39, 5.52, 1.44], [0.36, 5.09, 0.65], [0.47, 5.79, -0.53], [-0.57, 5.41, 1.12], [-2.08, -1.86, -1.23], [-0.67, -2.49, -1.13], [-0.85, -4.00, -0.96], [0.02, -2.23, -2.48], [0.38, -1.73, 0.28], [0.13, 0.49, -0.04], [-0.32, -2.04, 2.04], [0.08, -3.44, 2.54], [-1.85, -1.95, 2.03], [0.18, -0.99, 3.05], [2.27, -2.02, 0.12], [2.90, -1.18, -1.01], [3.00, -1.59, 1.40], [2.57, -3.50, -0.15], [-2.49, -2.09, -2.22], [-2.07, -0.78, -1.13], [-2.76, -2.27, -0.49], [-1.42, -4.40, -1.80], [-1.39, -4.24, -0.04], [0.11, -4.54, -0.93], [-0.62, -2.60, -3.29], [0.98, -2.75, -2.56], [0.19, -1.17, -2.66], [-0.24, -4.23, 1.85], [-0.39, -3.62, 3.51], [1.16, -3.53, 2.67], [-2.30, -2.78, 1.48], [-2.20, -1.01, 1.59], [-2.21, -1.99, 3.06], [1.25, -1.05, 3.24], [-0.34, -1.15, 4.00], [-0.04, 0.03, 2.73], [2.77, -0.12, -0.84], [2.49, -1.42, -1.99], [3.97, -1.39, -1.04], [2.80, -0.55, 1.65], [4.08, -1.69, 1.24], [2.74, -2.22, 2.26], [2.19, -3.82, -1.12], [2.14, -4.16, 0.62], [3.65, -3.66, -0.15]], "orbital_gap_ev": 7.9, "e_tot_ha": -5884.575628, "charge": -1, "e_above_lowest_kj_mol": 22.4}



(3)
{"formula": "C17H28FeN6O9P2Se2", "method": "ωB97M-V/def2-TZVPD", "species": ["Fe", "C", "N", "C", "C", "O", "C", "O", "C", "C", "O", "N", "C", "C", "H", "H", "H", "H", "H", "H", "H", "H", "H", "H", "H", "H", "H", "H", "H", "H", "N", "C", "C", "P", "O", "O", "O", "P", "O", "O", "O", "H", "H", "H", "H", "H", "H", "H", "H", "Se", "N", "C", "C", "C", "C", "C", "C", "N", "H", "H", "H", "H", "Se", "C", "N"], "xyz": [[-0.64, -0.03, 0.24], [2.30, 0.36, -2.75], [2.41, -0.97, -2.15], [3.73, -1.59, -2.16], [1.36, -1.51, -1.54], [0.23, -0.99, -1.55], [1.57, -2.83, -0.81], [0.47, -3.12, 0.02], [-0.63, -3.74, -0.57], [-1.88, -2.87, -0.42], [-1.86, -1.80, 0.20], [-2.99, -3.33, -0.98], [-3.07, -4.59, -1.70], [-4.21, -2.52, -0.94], [2.29, 0.28, -3.84], [3.16, 0.95, -2.44], [1.39, 0.84, -2.41], [4.28, -1.21, -3.01], [3.67, -2.67, -2.25], [4.28, -1.34, -1.25], [2.43, -2.74, -0.14], [1.76, -3.64, -1.52], [-0.80, -4.68, -0.04], [-0.47, -3.96, -1.63], [-2.50, -5.38, -1.20], [-2.70, -4.49, -2.72], [-4.11, -4.91, -1.75], [-3.97, -1.53, -0.59], [-4.94, -2.98, -0.27], [-4.63, -2.46, -1.94], [-3.10, 3.40, 0.99], [-1.72, 3.61, 0.38], [-1.47, 5.05, -0.01], [-0.51, 2.99, 1.65], [-1.23, 3.69, 2.94], [0.86, 3.49, 1.46], [-0.81, 1.50, 1.75], [-1.61, 2.33, -0.95], [-2.21, 3.06, -2.23], [-0.21, 1.84, -1.18], [-2.57, 1.27, -0.46], [-3.05, 3.52, 2.01], [-3.33, 2.42, 0.73], [-3.79, 4.03, 0.58], [-1.58, 5.71, 0.85], [-2.14, 5.38, -0.81], [-0.44, 5.14, -0.36], [-0.56, 4.06, 3.53], [-1.58, 3.10, -2.97], [1.25, -2.06, 2.62], [1.12, -0.72, 1.47], [2.20, 0.06, 1.63], [2.51, 1.21, 0.85], [3.66, 1.88, 1.12], [4.56, 1.45, 2.14], [4.31, 0.35, 2.90], [3.12, -0.39, 2.65], [2.77, -1.52, 3.25], [1.81, 1.54, 0.09], [3.89, 2.77, 0.56], [5.46, 2.02, 2.32], [4.99, 0.01, 3.67], [-3.21, 0.07, 2.33], [-2.02, -1.04, 3.05], [-1.27, -1.78, 3.53]], "orbital_gap_ev": [8.1, 5.8], "e_tot_ha": -8419.612006, "charge": 1, "multiplicity": 6, "s2": 8.767, "e_above_lowest_kj_mol": 0.0}



(4)
{"formula": "C17H28N12PtS2Si2", "method": "ωB97M-V/def2-TZVPD", "species": ["Pt", "C", "Si", "C", "C", "N", "C", "C", "C", "C", "C", "C", "N", "Si", "C", "C", "C", "H", "H", "H", "H", "H", "H", "H", "H", "H", "H", "H", "H", "H", "H", "H", "H", "H", "H", "H", "H", "H", "H", "N", "C", "N", "N", "N", "N", "C", "N", "N", "N", "N", "H", "S", "C", "N", "C", "C", "S", "H", "H", "H", "H", "H"], "xyz": [[0.15, 0.01, -0.17], [-0.51, 2.10, 3.86], [0.71, 1.05, 2.82], [1.71, 2.31, 1.83], [1.96, 0.24, 3.99], [-0.13, -0.10, 1.83], [-0.88, -1.13, 2.31], [-1.10, -1.34, 3.69], [-1.85, -2.40, 4.18], [-2.43, -3.29, 3.29], [-2.23, -3.12, 1.93], [-1.46, -2.06, 1.39], [-1.26, -1.88, 0.05], [-1.86, -2.92, -1.16], [-1.35, -4.76, -1.00], [-3.77, -2.91, -1.26], [-1.26, -2.46, -2.88], [0.02, 2.89, 4.40], [-1.06, 1.51, 4.60], [-1.24, 2.57, 3.20], [2.04, 3.13, 2.48], [1.13, 2.75, 1.02], [2.59, 1.84, 1.40], [2.48, 0.99, 4.60], [2.71, -0.27, 3.38], [1.52, -0.50, 4.66], [-0.64, -0.65, 4.39], [-1.99, -2.52, 5.25], [-3.03, -4.12, 3.65], [-2.68, -3.81, 1.23], [-1.81, -5.25, -0.14], [-0.27, -4.84, -0.87], [-1.63, -5.32, -1.89], [-4.24, -3.41, -0.40], [-4.13, -3.39, -2.17], [-4.13, -1.87, -1.26], [-0.17, -2.43, -2.93], [-1.63, -1.48, -3.18], [-1.61, -3.19, -3.62], [2.86, -0.23, -2.49], [1.60, 0.04, -2.95], [1.35, 0.24, -4.24], [0.04, 0.46, -4.30], [-0.48, 0.40, -3.12], [0.49, 0.15, -2.22], [3.21, -0.37, -1.17], [4.46, -0.57, -0.78], [4.38, -0.68, 0.56], [3.16, -0.56, 0.94], [2.37, -0.36, -0.13], [3.59, -0.29, -3.17], [-1.41, 2.17, -0.09], [-1.01, 3.18, -1.33], [-1.61, 3.15, -2.56], [-0.94, 3.95, -3.58], [0.49, 4.18, -3.13], [0.32, 4.37, -1.32], [-1.76, 2.17, -2.83], [-1.46, 4.90, -3.69], [-0.96, 3.41, -4.53], [0.95, 5.07, -3.55], [1.12, 3.31, -3.32]], "orbital_gap_ev": 4.6, "e_tot_ha": -2816.490483, "charge": -2, "e_above_lowest_kj_mol": 106.6}



(5)
{"formula": "C17H28N3O2S2Se4Tc", "method": "ωB97M-V/def2-TZVPD", "species": ["Tc", "C", "S", "C", "S", "N", "N", "C", "C", "C", "C", "C", "C", "N", "H", "H", "H", "H", "H", "H", "H", "H", "C", "Se", "C", "C", "Se", "C", "H", "H", "H", "H", "H", "H", "H", "H", "H", "H", "O", "C", "C", "C", "O", "C", "Se", "C", "Se", "H", "H", "H", "H", "H", "H", "H", "H", "H", "H"], "xyz": [[0.93, 1.01, -0.24], [-0.60, 3.94, -4.43], [-0.18, 2.21, -4.72], [0.33, 1.64, -3.16], [0.03, 2.58, -1.71], [0.90, 0.47, -3.22], [1.26, -0.01, -1.99], [1.72, -1.22, -1.93], [2.18, -1.66, -0.63], [2.81, -2.89, -0.44], [3.33, -3.20, 0.80], [3.20, -2.28, 1.83], [2.54, -1.09, 1.58], [2.03, -0.78, 0.39], [-1.03, 4.28, -5.37], [0.28, 4.53, -4.19], [-1.35, 4.04, -3.64], [1.80, -1.84, -2.81], [2.92, -3.57, -1.28], [3.84, -4.14, 0.96], [3.59, -2.48, 2.82], [2.41, -0.35, 2.36], [0.46, 1.59, 3.49], [-0.10, 2.23, 1.74], [0.97, 3.87, 1.69], [2.45, 3.58, 1.66], [2.97, 2.25, 0.30], [3.32, 3.50, -1.15], [0.14, 2.31, 4.24], [1.54, 1.45, 3.54], [-0.05, 0.64, 3.65], [0.70, 4.47, 2.56], [0.63, 4.40, 0.80], [2.80, 3.19, 2.61], [3.04, 4.48, 1.44], [4.23, 4.05, -0.92], [2.47, 4.16, -1.27], [3.45, 2.91, -2.05], [-4.54, -0.70, -0.18], [-4.18, -1.60, 0.85], [-3.14, -2.58, 0.30], [-3.86, -3.76, -0.38], [-4.71, -4.47, 0.50], [-2.24, -1.93, -0.76], [-1.33, -0.46, 0.14], [-2.27, -3.12, 1.44], [-0.80, -1.90, 1.92], [-5.26, -0.14, 0.13], [-5.05, -2.19, 1.16], [-3.79, -1.08, 1.73], [-3.13, -4.43, -0.85], [-4.50, -3.37, -1.17], [-4.18, -5.08, 1.04], [-2.82, -1.50, -1.58], [-1.50, -2.64, -1.14], [-1.79, -4.05, 1.14], [-2.86, -3.29, 2.34]], "orbital_gap_ev": [6.8, 6.9], "e_tot_ha": -11462.036440, "charge": 1, "multiplicity": 2, "s2": 0.758, "e_above_lowest_kj_mol": 0.0}



(6)
{"formula": "C17H28NO2P2SeW", "method": "ωB97M-V/def2-TZVPD", "species": ["W", "P", "C", "C", "N", "C", "C", "C", "C", "C", "P", "H", "H", "H", "H", "H", "H", "H", "H", "O", "H", "H", "O", "H", "C", "H", "H", "H", "C", "H", "H", "H", "C", "H", "H", "H", "C", "H", "H", "H", "Se", "C", "C", "C", "C", "C", "C", "H", "H", "H", "H", "H"], "xyz": [[0.23, 0.50, 0.21], [-2.05, 0.24, -0.32], [-1.95, 0.61, -2.07], [-0.81, 1.29, -2.55], [0.33, 1.23, -1.74], [1.58, 1.44, -2.24], [1.72, 2.12, -3.44], [0.59, 2.37, -4.21], [-0.66, 1.94, -3.80], [2.69, 0.97, -1.34], [2.22, -0.50, -0.26], [-1.54, 2.09, -4.41], [2.72, 2.41, -3.76], [0.69, 2.89, -5.16], [3.55, 0.63, -1.96], [3.07, 1.80, -0.71], [-1.98, -1.19, -3.25], [-2.87, 0.71, -2.67], [-1.10, -2.98, -2.30], [-1.93, -2.17, -3.45], [-2.26, -2.29, -4.35], [0.58, -1.19, 0.48], [-0.66, -3.18, -1.40], [0.19, -3.61, -1.61], [2.54, -1.89, -1.35], [3.57, -1.83, -1.74], [2.42, -2.81, -0.76], [1.81, -1.89, -2.17], [3.49, -0.57, 1.02], [3.30, -1.45, 1.64], [4.49, -0.64, 0.55], [3.43, 0.32, 1.66], [-2.98, 1.55, 0.56], [-3.98, 1.64, 0.10], [-3.08, 1.27, 1.62], [-2.46, 2.51, 0.49], [-3.02, -1.25, -0.12], [-3.15, -1.45, 0.95], [-3.99, -1.13, -0.61], [-2.46, -2.09, -0.57], [0.68, 2.07, 1.94], [0.19, 1.04, 3.58], [-1.07, 1.25, 4.14], [-1.47, 0.45, 5.22], [-0.61, -0.54, 5.71], [0.66, -0.72, 5.16], [1.07, 0.09, 4.10], [-1.73, 2.03, 3.75], [-2.46, 0.58, 5.66], [-0.94, -1.16, 6.55], [1.32, -1.48, 5.57], [2.07, -0.03, 3.67]], "orbital_gap_ev": [6.1, 5.7], "e_tot_ha": -4019.943166, "charge": 3, "multiplicity": 3, "s2": 2.046, "e_above_lowest_kj_mol": 0.0}



(7)
{"formula": "C17H28NO2P2V", "method": "ωB97M-V/def2-TZVPD", "species": ["V", "P", "C", "C", "N", "C", "C", "C", "C", "C", "P", "H", "H", "H", "H", "H", "H", "H", "H", "O", "H", "H", "O", "H", "C", "H", "H", "H", "C", "H", "H", "H", "C", "H", "H", "H", "C", "H", "H", "H", "C", "C", "C", "C", "C", "C", "H", "H", "H", "H", "H"], "xyz": [[-0.44, 0.26, 0.78], [1.21, -0.43, 2.23], [2.65, 0.08, 1.20], [2.32, 0.47, -0.23], [1.02, 0.56, -0.61], [0.69, 0.69, -1.92], [1.69, 0.82, -2.88], [3.02, 0.86, -2.49], [3.34, 0.70, -1.14], [-0.76, 0.48, -2.30], [-2.20, 1.40, -1.57], [4.36, 0.71, -0.77], [1.39, 0.87, -3.93], [3.81, 0.99, -3.23], [-0.83, 0.71, -3.37], [-1.00, -0.60, -2.18], [3.17, 0.88, 1.71], [3.33, -0.79, 1.20], [1.45, 5.30, 1.58], [2.24, 5.77, 1.29], [2.89, 5.07, 1.08], [-2.41, 1.90, -0.25], [-1.68, 1.36, 1.56], [-1.94, 1.74, 2.40], [-2.37, 2.90, -2.55], [-2.13, 2.71, -3.60], [-3.39, 3.27, -2.46], [-1.68, 3.65, -2.14], [-3.61, 0.35, -1.99], [-4.44, 0.55, -1.29], [-3.93, 0.59, -3.01], [-3.34, -0.71, -1.93], [1.61, -2.09, 2.82], [2.45, -2.06, 3.53], [0.71, -2.49, 3.31], [1.86, -2.73, 1.97], [1.28, 0.67, 3.67], [0.47, 0.36, 4.35], [2.25, 0.59, 4.17], [1.09, 1.71, 3.35], [-1.54, -4.52, 0.29], [-2.21, -3.69, 1.19], [-1.92, -2.32, 1.24], [-0.94, -1.82, 0.40], [-0.26, -2.61, -0.51], [-0.57, -3.98, -0.56], [-1.77, -5.59, 0.25], [-2.97, -4.11, 1.86], [-2.45, -1.65, 1.92], [0.51, -2.19, -1.16], [-0.04, -4.62, -1.28]], "orbital_gap_ev": [5.8, 6.4], "e_tot_ha": -2495.472120, "charge": 3, "multiplicity": 2, "s2": 0.816}



(8)
{"formula": "C17H28NO5PtSi2Te", "method": "ωB97M-V/def2-TZVPD", "species": ["Pt", "O", "C", "O", "C", "C", "C", "C", "C", "N", "C", "O", "O", "H", "H", "H", "C", "Si", "C", "C", "C", "Te", "C", "Si", "C", "C", "C", "H", "H", "H", "H", "H", "H", "H", "H", "H", "H", "H", "H", "H", "H", "H", "H", "H", "H", "H", "H", "H", "H", "C", "C", "O", "H", "H", "H"], "xyz": [[-0.77, 0.19, -1.98], [-2.32, -2.52, 0.54], [-2.44, -1.62, -0.29], [-2.11, -0.40, -0.11], [-2.97, -1.91, -1.68], [-3.88, -2.91, -1.97], [-4.30, -3.06, -3.29], [-3.78, -2.21, -4.26], [-2.85, -1.25, -3.89], [-2.47, -1.10, -2.62], [-2.19, -0.29, -4.90], [-2.54, -0.37, -6.07], [-1.34, 0.50, -4.41], [-4.24, -3.54, -1.17], [-5.02, -3.82, -3.55], [-4.08, -2.28, -5.29], [1.80, 3.07, 0.66], [-0.05, 2.79, 1.03], [-0.58, 4.05, 2.39], [-1.08, 3.06, -0.55], [-0.41, 1.10, 1.81], [0.30, -0.58, 0.67], [2.28, -0.34, 1.60], [2.45, -1.76, 2.83], [1.01, -1.70, 4.09], [4.10, -1.65, 3.80], [2.39, -3.42, 1.88], [1.98, 4.05, 0.24], [2.15, 2.33, -0.05], [2.41, 2.98, 1.56], [-0.37, 5.08, 2.10], [-0.05, 3.86, 3.31], [-1.64, 3.98, 2.60], [-0.55, 3.66, -1.28], [-2.04, 3.54, -0.35], [-1.29, 2.08, -1.03], [-1.48, 0.94, 1.89], [0.03, 1.01, 2.80], [2.33, 0.63, 2.08], [3.03, -0.37, 0.82], [1.03, -0.79, 4.67], [1.03, -2.54, 4.78], [0.06, -1.73, 3.55], [4.17, -0.72, 4.36], [4.95, -1.69, 3.13], [4.20, -2.47, 4.51], [1.45, -3.49, 1.34], [2.48, -4.28, 2.54], [3.20, -3.48, 1.16], [1.19, 1.79, -3.71], [1.08, 0.96, -2.43], [2.09, 0.73, -1.78], [2.16, 2.29, -3.76], [0.38, 2.50, -3.78], [1.08, 1.11, -4.56]], "orbital_gap_ev": [6.9, 6.9], "e_tot_ha": -2061.986174, "charge": -1, "e_above_lowest_kj_mol": 234.2}